56
Properties=species:S:1:pos:R:3 method="wB97M-V/def2-TZVPD" energy_ev=-100831.781 smiles="COP(=O)(OC)OC.COP(=O)(OC)OC.COP(=O)(OC)OC.ClC(Cl)Cl" charge=0 max_force_ev_per_a=4.0 e_above_lowest_kj_mol=305.7 homo_ev=-10.45 molar_mass_da=539.6
C -15.3807 1.8007 -13.0674
O -16.1591 0.8025 -12.4857
P -15.3215 -0.3029 -11.5812
O -16.2171 -1.3562 -11.0017
O -14.1709 -0.9059 -12.6163
C -13.7321 -2.1644 -12.2348
O -14.5826 0.6318 -10.5188
C -15.2606 1.5030 -9.6482
H -15.2215 2.6393 -12.3895
H -15.7107 2.1253 -14.0542
H -14.3494 1.4727 -13.1977
H -14.6186 -2.7942 -12.1607
H -13.1263 -2.1045 -11.3306
H -13.0877 -2.6393 -12.9747
H -14.6409 2.3829 -9.8210
H -15.2212 1.2566 -8.5872
H -16.3159 1.6093 -9.8995
C -7.9575 -8.1297 -8.2152
O -9.3410 -7.7959 -8.4718
P -10.4768 -8.7539 -7.8820
O -10.7282 -10.0071 -8.6583
O -11.8161 -7.8519 -7.7708
C -12.5589 -7.4930 -8.9511
O -10.2411 -8.8987 -6.2383
C -9.9341 -7.5970 -5.6022
H -7.8142 -9.1978 -8.0518
H -7.5096 -7.5004 -7.4461
H -7.2804 -8.0735 -9.0675
H -12.9228 -6.4881 -8.7371
H -13.3775 -8.1209 -9.3028
H -11.8849 -7.2038 -9.7575
H -10.5053 -7.4318 -4.6887
H -10.0581 -6.7554 -6.2837
H -8.8934 -7.7281 -5.3060
C -6.6673 -6.4340 -0.3248
O -7.8254 -5.7485 -0.6416
P -8.7725 -6.2580 -1.8577
O -8.1395 -6.9736 -3.0383
O -9.6177 -4.9864 -2.3346
C -9.6710 -4.4382 -3.6652
O -9.7732 -7.2021 -0.9733
C -10.6056 -8.0705 -1.6317
H -5.9727 -5.5968 -0.3939
H -6.4115 -7.2297 -1.0244
H -6.6403 -6.8931 0.6634
H -9.6906 -3.3512 -3.7435
H -10.5031 -4.8101 -4.2630
H -8.8191 -4.6230 -4.3197
H -11.6565 -8.2192 -1.3836
H -10.1320 -9.0492 -1.7091
H -10.8751 -7.7835 -2.6481
Cl -12.6123 -2.1648 -5.9195
C -12.6218 -3.5920 -6.9763
Cl -12.7626 -2.9563 -8.6625
Cl -13.9470 -4.8014 -6.5939
H -11.6662 -4.1122 -6.9105